45
Properties=species:S:1:pos:R:3 method="wB97M-V/def2-TZVPD" de_lowest_kj_mol=0.0 charge=+1 lumo_ha=-0.0966 orbital_gap_ha=0.335 multiplicity=1 e_homo_ev=-11.74
H -2.9822 -2.0834 -1.8003
H 0.6373 1.4038 -1.0773
H 2.7291 0.0405 1.8968
H 5.0789 2.8268 0.5473
H 0.8835 -0.8618 -1.7457
C -0.5990 0.4956 0.4504
H 4.0181 2.0286 1.7002
H 4.8104 -1.4528 0.2044
C 0.7532 0.7115 -0.2385
C -5.8403 -0.6119 -1.0132
C 1.3379 -0.6037 -0.7851
O -3.5000 -0.3340 -0.8463
C -4.7238 -0.0141 -0.1698
H 3.3624 0.6459 -1.8173
H -2.1581 1.7632 1.2718
H -6.7256 -0.8486 -0.4258
H -4.7045 -0.4552 0.8321
C 4.2002 -0.5638 0.3892
H -6.1297 0.0792 -1.8068
H -1.7606 2.1117 -0.4075
H 3.5567 2.1525 0.0031
H 5.6892 0.7227 -0.5248
H 1.4468 1.1892 0.4628
H -5.1261 -2.6505 -0.8701
C -0.4270 -0.1715 1.8116
H -1.3878 -0.2426 2.3215
C 5.1226 0.6707 0.4086
H -0.0320 -1.1885 1.7376
H 4.1431 -0.8117 2.5107
H -3.6859 -0.8327 -2.8456
H 0.2440 0.4044 2.4576
H -5.6330 -2.2154 -2.5067
C 3.4232 -0.7725 1.6923
C -3.7515 -1.3107 -1.8627
C -5.1540 -1.8422 -1.6032
H 1.1650 -1.4474 -0.1116
H -4.7893 1.0700 -0.0711
H -1.1920 -0.1664 -0.1852
H -0.6722 2.6270 0.8918
P 3.1056 -0.5106 -1.0743
H 2.8645 -1.7083 1.6996
C -1.3381 1.8257 0.5563
H 3.4828 -1.5460 -1.9346
C 4.4006 1.9854 0.6805
H 5.8574 0.4916 1.1971

---

54
Properties=species:S:1:pos:R:3 method="wB97M-V/def2-TZVPD" de_lowest_kj_mol=3.7 lumo_ha=0.0278 orbital_gap_ha=0.303 multiplicity=1 e_homo_ev=-7.50
H -2.1769 -2.6470 3.5687
O -0.8534 -0.7961 1.5215
C 1.3069 2.6148 -4.2308
H 3.0293 0.5656 1.9168
C 0.7327 -3.3420 3.5005
H 3.2469 0.1367 -1.6517
C 1.8131 1.5335 -3.3186
H -2.3428 -0.8912 3.4744
N 0.4224 -2.3981 2.4585
H -1.4269 2.1096 -1.9800
N -3.2666 -1.7909 -1.0151
C 3.7325 0.1775 -2.6219
H -0.4243 1.5284 2.5282
H -3.2514 0.2858 -0.8394
H 3.7032 -0.8184 -3.0631
H -4.8452 -0.4868 -0.7255
H 1.0977 -2.2777 1.6794
Cl 2.4676 -1.8980 0.0580
H 1.3619 3.5916 -3.7515
C -0.6664 -1.6201 2.4272
H 0.0789 3.8757 0.6141
Ag 0.5552 0.0762 -0.2619
H -2.0646 -4.0528 -0.4464
O 1.1047 1.0166 -2.4650
C -3.8850 -0.5030 -1.2379
H -4.0523 -0.3049 -2.3014
C 0.2324 2.2722 2.0606
H 1.0444 -2.8386 4.4194
H 0.2631 2.4264 -4.4702
H 2.5327 1.7376 3.1404
H -1.1253 -1.6025 4.5465
C -1.3775 2.8471 -1.1810
H -2.3626 3.2956 -1.0021
H 1.6532 0.1821 2.9576
O -0.9157 2.1765 -0.0350
H -0.5027 -3.2864 -0.4150
C -0.5132 3.0338 1.0033
H 0.5839 2.9781 2.8236
H 1.5454 -3.9749 3.1507
H 3.6551 1.5930 -4.1963
C -1.4175 -3.3794 -1.0076
H -0.1074 -4.0059 3.7153
C 2.1655 0.9901 2.4220
C -1.6287 -1.7030 3.5848
H 4.7764 0.4608 -2.4809
H -1.3803 3.5166 1.4894
H 1.8704 2.6407 -5.1663
H -0.6694 3.6282 -1.4865
N 3.0956 1.1647 -3.4807
H -1.1217 -3.7692 -1.9802
O -1.1946 -1.0731 -1.5041
C -1.9472 -1.9885 -1.2068
O 1.3208 1.5858 1.4682
H -3.8722 -2.5930 -1.0062

---

58
Properties=species:S:1:pos:R:3 method="wB97M-V/def2-TZVPD" de_lowest_kj_mol=303.6 charge=+1 lumo_ha=-0.1381 orbital_gap_ha=0.301 multiplicity=1 e_homo_ev=-11.95
H 5.1863 1.6151 1.0431
H 4.7962 -0.2681 0.0176
H 1.9617 2.2984 -1.8418
O -7.5441 -6.5210 1.0704
O -8.9796 -4.7321 1.2032
H -3.8335 -2.0436 -0.8638
H 4.1678 0.9301 -3.6825
C -6.8741 -3.0787 1.1020
O -6.6991 -4.4936 1.0597
H 5.3661 3.3030 0.1405
C 4.7997 2.2778 0.1603
H -9.2153 -7.2621 2.0664
H -7.3454 -2.7760 2.0426
H 4.2299 9.7429 -0.3184
O 4.9973 6.2297 -1.7601
H 5.0741 8.9085 1.0376
C 4.1168 5.1160 -1.8972
H 1.0410 1.2285 0.3461
O 4.8092 1.6318 -1.1613
C -8.6720 -7.3924 1.1249
H -3.4115 -0.5104 -0.0159
O -1.9847 -3.2533 2.3186
C -2.5427 -3.7676 3.5263
H 4.5653 4.4159 -2.6072
H -1.7492 -4.2872 4.0707
H 5.6269 -0.2770 -1.6809
H 1.5278 -0.6058 0.6302
O -4.0477 -2.3922 1.7884
H 5.9657 9.9910 -0.0486
H 3.6587 2.5307 0.3991
C 5.1568 9.2570 0.0032
N 3.4525 -0.4222 -1.6930
H -2.3901 -1.1237 -1.3303
H 0.0409 -0.1017 -0.5479
H -5.8856 -2.6142 1.0478
O 5.4861 8.1759 -0.8669
H -7.4628 -2.7366 0.2447
H -9.3326 -7.2228 0.2685
H 2.5895 -2.5033 -1.8359
H -2.9165 -2.9539 4.1561
H -8.3063 -8.4218 1.0785
S 3.6956 -0.4023 -3.4555
C 3.3768 -1.8828 -1.2313
H -3.3384 -4.4871 3.3082
C -2.8672 -2.5792 1.5388
H 3.9924 4.6020 -0.9386
O 1.8665 1.4654 -2.4198
C -7.8554 -5.2011 1.1196
B 2.1785 0.3660 -1.4421
H 4.4607 -2.3312 -1.4500
O 3.5162 7.1565 -0.2681
C 4.7002 0.1682 -1.0739
H 3.2270 -1.9810 -0.0540
C -3.0186 -1.4180 -0.4854
H 3.1483 5.4363 -2.2947
O -2.2084 -2.1490 0.4332
C 1.1422 0.1621 -0.1801
C 4.5603 7.1845 -0.9006

---

58
Properties=species:S:1:pos:R:3 method="wB97M-V/def2-TZVPD" lumo_ha=0.0029 orbital_gap_ha=0.293 multiplicity=1 e_homo_ev=-7.90 smiles="O=NOCOCCO[C@H](O)[PH2]=S.CNC(C)=O.CNC(C)=O.CNC(C)=O"
H -4.1650 -5.9577 -2.9955
N 4.4736 0.8650 2.8926
H 0.1544 2.8472 4.4853
H -3.7870 2.9237 3.3589
H -0.3049 1.9439 -1.5204
O 5.2541 0.3966 1.7647
N 2.7855 2.2240 -2.7496
H -0.4045 4.3684 3.7672
H 0.9806 -1.0822 2.6661
H -2.4972 -6.0054 -3.5903
C 3.3506 -2.1089 1.0634
C 2.0216 -1.8197 0.3568
H 2.0079 -2.2450 -0.6492
O -0.6424 -2.3052 2.6679
H -2.3939 5.3546 4.3959
P -0.6406 -0.2130 1.0092
O 2.0537 1.5284 -0.7523
C 1.7892 1.9589 -1.8675
H -4.7842 -3.2201 -4.9659
C -3.2897 4.8780 4.0115
C 0.3734 2.2091 -2.3241
C -3.7988 -3.6599 -4.7989
H 0.2377 0.8880 1.0102
H 3.3899 0.3783 0.8846
N -3.0309 3.4825 3.7230
S -1.2598 -0.8197 -0.7398
H 1.6336 2.8801 -4.3638
H -2.8294 -6.2464 -1.8659
H -3.1948 -2.3900 -3.2114
H 4.7751 0.4752 -0.2173
H -0.9528 -2.9929 2.0618
H 3.1033 2.0139 -4.8129
H 1.8563 -0.7426 0.2395
H 0.1333 1.5948 -3.1919
H -3.6000 5.4075 3.1093
C -0.6782 3.5409 4.4229
C 4.3950 -0.0025 0.6875
H -3.8798 -4.7339 -4.9341
O 4.4843 0.1002 3.7637
C 0.2921 -1.5608 1.9519
H -0.8850 3.9387 5.4170
H 3.6007 -3.1648 0.9349
H 3.2014 3.6754 -4.2075
C -3.1316 -5.7034 -2.7560
H -1.6863 0.0964 1.8776
O -1.8113 1.6074 3.5901
H -4.0786 4.9777 4.7588
N -3.3173 -3.3574 -3.4692
H 3.2583 -1.9327 2.1448
C 2.6755 2.7248 -4.1044
O 4.4337 -1.3779 0.5020
H -3.1167 -3.2712 -5.5579
H 3.7077 2.0364 -2.3888
H 0.2311 3.2593 -2.5843
O -2.5925 -3.8045 -1.3998
O 0.9602 -2.4250 1.0883
C -1.8729 2.7921 3.8805
C -2.9874 -4.2247 -2.4697

---

53
Properties=species:S:1:pos:R:3 method="wB97M-V/def2-TZVPD" de_lowest_kj_mol=460.3 lumo_ha=0.0238 orbital_gap_ha=0.311 multiplicity=1 e_homo_ev=-7.81
H 1.6643 0.9836 1.4424
C -4.5525 -0.0897 -3.2781
C 0.0910 3.9283 3.3378
S -3.9622 0.9442 -1.9158
O -1.6355 1.8961 3.5456
H 4.9029 0.5928 -2.0603
S -1.0348 2.9803 4.3899
C -2.2746 4.2869 4.5599
C 0.2661 -3.6067 2.1930
H 5.5194 -0.9035 -0.3342
H 3.6552 -0.7600 0.2412
H -5.4055 2.5798 -2.9457
H 3.9976 -0.8021 -2.9475
H 2.6844 1.3768 -2.5075
H -0.7600 0.1501 -2.0374
C 0.1449 0.5018 -1.3478
H -0.4254 4.2455 2.4285
H -5.5092 -0.5417 -3.0062
H 1.5900 -3.8922 -0.2834
C 4.3974 -1.0964 -0.6152
H -6.2722 1.5899 -1.7307
N 2.7311 0.5792 -1.8350
O 2.6565 -2.4328 1.9450
C 4.0254 -0.1979 -1.9368
H 4.1836 -2.2260 -0.9069
H 0.0287 -3.1106 3.1370
H -5.1671 2.8853 -1.2054
H 1.6521 -1.1902 -1.0998
H -0.0957 -2.9961 1.3622
C -5.3416 2.1140 -1.9593
C 1.5018 -2.4280 -2.9322
H -4.6653 0.5124 -4.1829
H -0.1421 0.8568 2.3363
H -2.6446 4.5819 3.5750
O -2.7407 1.6693 -2.3967
H -0.8514 -0.9348 0.3564
O 0.5723 -3.3771 -3.0708
C 0.5432 0.6361 1.3975
H 1.5275 -5.5134 0.4753
H 2.5531 -2.7444 -2.5179
H -0.2105 -4.5894 2.1719
H -3.1044 3.9023 5.1577
H 0.4557 4.8000 3.8856
H -1.8322 5.1470 5.0679
H 0.9366 3.2904 3.0700
H -3.8186 -0.8790 -3.4580
C 2.0630 -4.5618 0.4388
O 1.2905 -0.9754 -3.1940
C -0.1236 0.0000 0.2235
S 2.0611 -3.8025 2.0810
H 3.0988 -4.7418 0.1410
C 1.5058 -0.3068 -1.8798
H 0.2697 1.6696 -1.3752

---

63
Properties=species:S:1:pos:R:3 method="wB97M-V/def2-TZVPD" charge=-1 lumo_ha=0.0894 orbital_gap_ha=0.362 multiplicity=1 e_homo_ev=-7.41
O -7.0708 -0.7606 -1.4505
H -1.3233 2.5679 -0.3295
H 5.1628 1.2615 1.8094
H 3.0672 -0.7510 0.8252
B -0.4829 0.0343 0.3665
C -6.7537 -0.9921 -0.1139
C 4.8441 0.2411 1.5965
H -0.6729 -2.5166 0.3189
H -1.9287 3.7980 1.6151
O -4.4736 -1.4505 -0.2067
H -1.1283 -5.1646 -2.6233
H 5.7025 -1.5189 1.0487
H -1.0513 2.8670 2.7687
Cl -0.7446 5.2228 3.1392
H -6.7917 -2.0740 0.0132
H -7.5943 -0.6274 0.4765
H -0.9009 5.1346 -1.5154
H 0.8577 3.2201 -2.1030
Cl -3.1920 3.5582 3.6400
O 1.3683 2.9848 -0.2121
Cl 1.0322 -3.4040 4.0992
H 1.4027 -1.0887 3.3506
C 3.6554 0.1442 0.6229
H -3.5625 -1.2382 0.0086
H 0.9996 1.0271 -2.5256
H 6.8632 -0.1541 1.1373
H -0.9671 -5.5551 -0.9336
O 5.5645 -0.2946 -0.5655
C 0.8084 3.8135 -1.1900
H 4.1775 1.1795 -1.1844
H -5.2344 -0.2083 1.2588
O -1.5475 3.3351 -0.8612
C -5.3177 -0.4550 0.2003
O -0.3104 -3.3841 0.1245
C -0.5907 4.3554 -0.8191
H 1.4231 4.7038 -1.3223
C -0.8097 -3.6049 -1.1688
C -0.5028 -4.9967 -1.7465
C -1.6643 3.7631 2.6719
H -6.2661 -0.9111 -1.9518
C 1.9063 -2.0538 3.4054
C 0.5691 0.7230 -3.4797
F -1.5379 -0.5439 -0.3436
F -0.8265 1.2842 0.8044
H -0.4241 4.7799 0.1709
Cl -1.1497 1.2735 -3.4551
C 5.8644 -0.4636 0.8294
H -1.8801 -3.4016 -1.2009
H 0.5747 -0.3462 -3.6916
Cl 1.5052 1.5338 -4.8208
F 0.5781 0.1674 -0.4939
H -0.2729 -2.7559 -1.5919
H 3.6791 -0.5963 -1.3567
Cl 3.4227 -1.9064 4.2887
H 2.1045 -2.3356 2.3713
H 1.4436 -4.8938 -1.2257
H 2.9632 0.9362 0.9088
H -5.1103 0.4562 -0.3607
H 4.6703 -0.2559 2.5509
C 4.2214 0.1630 -0.7933
O 0.9225 -5.1045 -2.0040
H 0.8222 2.2087 -0.0671
F -0.0928 -0.9299 1.2864

---

58
Properties=species:S:1:pos:R:3 method="wB97M-V/def2-TZVPD" charge=-1 lumo_ha=0.0673 orbital_gap_ha=0.197 multiplicity=1 e_homo_ev=-3.53
H 3.9183 2.6872 -2.6823
H -3.6536 0.3317 0.0568
H 2.9419 0.1196 0.2515
Si -2.1031 2.1574 0.6532
H 4.7372 -0.6618 1.8235
C -2.7650 0.3833 0.6949
C -3.3368 -2.7983 2.4474
Cl 2.6815 5.0410 -3.5217
H -0.4017 2.0182 -2.8920
C 0.8187 -0.2500 0.1724
C 3.0310 3.1200 0.3415
H -2.5250 -0.6796 3.7730
O -3.4804 -3.3198 0.1140
O 0.3454 -2.4974 -2.5619
H 2.9895 4.1931 0.5236
C 2.2705 -0.7172 0.0374
C 3.2587 1.9014 -2.3066
H 0.6341 -0.0771 1.2400
H 2.4759 -1.0772 -0.9746
C 2.6049 -1.8387 1.0160
H 1.2352 -2.2310 -2.7928
O -3.1736 0.0338 2.0281
C -0.5302 -1.4156 -2.8800
H 3.8454 1.1110 -1.8313
H 2.6639 2.5884 1.2209
H -3.9147 -2.4237 3.3024
H 4.2552 -0.5255 3.5202
H -4.5919 -1.8010 1.0155
H 2.7225 1.5223 -3.1771
C 4.1908 -1.1575 2.6351
H 1.7660 -2.5346 1.0990
N -4.2188 3.5028 -0.3148
H -2.4604 2.8204 1.9220
H -1.5302 0.8667 -2.1711
O -2.1478 -2.0524 2.2771
H -2.0654 -0.3634 0.3038
H -3.6400 -2.7813 -0.6524
C -4.2200 -2.8073 1.2141
P 2.0811 2.7782 -1.2131
H -1.0906 -1.6862 -3.7819
O 2.8297 -1.3219 2.3252
H 0.1522 -1.0626 -0.1379
H 4.0815 2.8586 0.1949
C -2.2249 -0.7286 2.7207
H -5.0785 -3.4613 1.4138
H -3.0370 -3.8249 2.6721
C -0.4678 1.0973 -2.3087
H -1.2154 -0.3273 2.5925
O -2.9124 2.9656 -0.5728
Si 0.4362 1.3958 -0.6907
H 4.6749 -2.1199 2.8436
O -0.5087 2.2596 0.4096
H -1.2545 -1.3389 -2.0637
H 0.1807 0.1866 -4.1498
C 0.1811 -0.0738 -3.0909
H 1.2265 -0.1954 -2.7847
O -4.1669 4.6096 0.0192
H 3.4849 -2.3985 0.6776

---

54
Properties=species:S:1:pos:R:3 method="wB97M-V/def2-TZVPD" de_lowest_kj_mol=0.0 charge=-1 lumo_ha=0.1050 orbital_gap_ha=0.208 multiplicity=1 e_homo_ev=-2.81
H 0.4411 2.1567 -3.0911
H -0.5412 1.4505 -1.7845
Ga -0.9180 -0.2952 0.5456
O 0.9775 -0.4810 -0.5330
H 2.4074 3.4183 -1.8073
C -1.1474 2.1053 3.0981
C 4.0687 1.1415 -0.1794
H -1.2797 1.0678 3.4104
H 0.4605 0.4029 -2.8553
C 0.3139 -3.9923 -0.0847
H -0.0853 2.3513 3.1775
C -2.2188 -4.5130 -1.9251
H 2.0062 -0.6874 1.7396
H 3.9558 1.6901 -1.1096
C 0.3929 1.3611 -2.3471
H -0.6081 -2.2245 -3.7048
H 0.6282 -3.4340 -3.3258
H -2.9153 -4.1017 -2.6590
H -2.7235 -1.9986 0.0736
H 4.4872 1.8121 0.5750
H 0.9222 -4.7233 -0.6206
C -1.9155 -1.6181 -0.5564
H -1.7015 -5.3613 -2.3815
Ge -0.9396 -3.1246 -1.3239
C 1.7833 2.9209 -1.0568
C 0.0677 -2.5859 -2.9255
O -0.0373 -1.4708 1.9890
H -2.3874 -1.0867 -1.3908
C -1.5862 2.2551 1.6219
H -1.7724 3.8959 0.2252
H -0.3987 4.0417 1.3373
H 2.2696 2.9545 -0.0875
C -3.0925 1.9089 1.5542
N -0.7858 1.4750 0.7224
H -3.2463 0.8718 1.8659
H 0.9620 -3.2466 0.3772
H -1.7121 2.7470 3.7878
H -0.2256 -4.5028 0.7153
H -2.0356 4.3939 1.9180
H -2.8003 -4.8811 -1.0772
H 3.6404 -0.0748 2.0440
H 4.7857 0.3304 -0.3468
C -1.4467 3.7438 1.2590
H 3.3822 -1.3599 0.8438
N -0.8772 -1.7917 2.9028
H 0.7642 -1.7885 -2.6703
H -3.7083 2.5544 2.1946
C 2.9586 -0.4462 1.2768
H -3.4355 2.0142 0.5210
C 1.7158 0.5261 -0.5426
O -2.0016 -1.3591 2.7224
H 0.8293 3.4326 -0.9457
N 2.8053 0.5873 0.2688
N 1.5178 1.5378 -1.4351

---

55
Properties=species:S:1:pos:R:3 method="wB97M-V/def2-TZVPD" de_lowest_kj_mol=0.8 lumo_ha=0.0300 orbital_gap_ha=0.331 multiplicity=1 e_homo_ev=-8.19 smiles="CCOP(=O)(CN(CC)CCNP(=O)(OCC)OCC)OCC"
O 2.5068 0.4956 2.5034
C -2.9442 2.3748 -3.9232
C 2.4627 -0.1380 3.7742
O 1.3683 1.6349 0.5648
C 1.3541 -0.2100 -2.3385
H 1.2181 1.3213 4.7417
H 1.1853 -0.4028 -3.4011
H -0.5964 2.3505 1.6337
P 1.2695 0.4925 1.4793
H 2.9471 1.6693 4.8295
H 2.2498 0.3945 5.8451
O -2.1976 1.3484 -1.8483
H 4.0648 -3.0953 0.5288
H -4.2105 -0.4525 -1.9932
C -2.2778 0.9946 1.7262
C 2.2019 0.8796 4.8735
H -2.6590 -2.6539 -0.5473
H 3.4430 -0.6058 3.9157
H -1.1736 2.0070 3.2852
P -1.2898 0.0728 -2.2163
H -2.4109 3.3387 -2.0549
H -2.8346 3.2639 -4.5385
H 3.8664 -1.2029 -1.0760
O -1.7403 -0.9267 -1.0234
H 1.2400 -1.9125 1.6259
C 4.1147 -2.0643 0.8700
H 2.2654 0.3803 -2.2184
H -4.9087 -1.9787 -1.4184
H -2.6303 1.5023 -4.4890
H 0.5123 -2.0536 -1.6452
H -3.9899 2.2575 -3.6487
C -2.7680 -1.8673 -1.3007
O -1.4690 -0.5027 -3.5518
C 1.4945 -1.5734 -1.6368
C 1.1066 -1.2315 0.7749
H -1.0350 2.6428 -2.9523
H 0.3982 1.0281 -0.9817
H -3.0365 1.7714 1.6790
H 5.1568 -1.7619 0.9313
H -2.6351 0.1862 2.3606
C -2.0841 2.4983 -2.6760
C 3.3671 -1.1585 -0.1060
H 0.0729 -1.3252 0.4397
H -2.5996 -2.2871 -2.2978
C -4.1435 -1.2287 -1.2351
N 1.9985 -1.6052 -0.2818
C -0.9944 1.5742 2.2948
H 3.6816 -2.0066 1.8640
O -0.0108 0.5621 2.4718
H 2.1723 -2.1916 -2.2351
N 0.2409 0.5913 -1.8823
H -4.3050 -0.7781 -0.2588
H 3.4039 -0.1186 0.2507
H -2.1063 0.6101 0.7247
H 1.6873 -0.9096 3.7879